{"formula": "C18H19ClFN4O5", "method": "ωB97M-V with the def2-TZVPD basis set", "species": ["O", "N", "O", "C", "C", "C", "O", "O", "C", "C", "C", "C", "O", "Cl", "N", "C", "C", "C", "F", "H", "H", "H", "H", "H", "H", "H", "H", "H", "N", "C", "C", "C", "C", "H", "H", "H", "H", "H", "N", "C", "C", "C", "C", "H", "H", "H", "H", "H"], "positions_angstrom": [[1.790, 0.594, 4.936], [2.890, 0.599, 4.586], [3.167, 1.620, 3.589], [2.066, 1.986, 2.856], [1.397, 3.187, 3.136], [1.831, 4.158, 4.228], [1.030, 4.905, 4.730], [3.133, 4.112, 4.537], [0.274, 3.491, 2.370], [-0.117, 2.643, 1.363], [-1.324, 3.046, 0.527], [-1.948, 1.868, -0.214], [-1.387, 1.161, -0.998], [-3.673, 1.584, 0.126], [0.571, 1.527, 1.120], [1.641, 1.147, 1.835], [2.418, -0.117, 1.553], [1.638, -1.205, 0.765], [2.010, -2.448, 1.227], [3.266, 4.886, 5.114], [-0.280, 4.403, 2.584], [-2.065, 3.442, 1.235], [-1.055, 3.890, -0.126], [0.298, 0.904, 0.359], [3.321, 0.118, 0.967], [2.795, -0.592, 2.468], [1.961, -1.156, -0.286], [0.543, -1.089, 0.773], [-2.274, 0.720, -4.178], [-1.997, 0.936, -5.502], [-3.143, 0.704, -6.214], [-4.153, 0.337, -5.285], [-3.588, 0.359, -4.038], [-1.616, 0.812, -3.427], [-1.013, 1.235, -5.821], [-3.247, 0.787, -7.283], [-5.177, 0.087, -5.507], [-4.003, 0.148, -3.067], [0.311, -4.719, 0.343], [1.474, -5.050, -0.303], [1.177, -5.994, -1.248], [-0.220, -6.241, -1.177], [-0.726, -5.440, -0.190], [0.232, -4.055, 1.088], [2.407, -4.587, -0.032], [1.882, -6.456, -1.919], [-0.787, -6.928, -1.782], [-1.731, -5.320, 0.181]], "forces_ev_per_angstrom": [[0.265, -0.247, -0.206], [-0.358, -0.197, 1.166], [-0.103, 0.076, -1.241], [0.122, 0.905, 0.669], [0.293, -0.548, -0.220], [-0.364, 0.249, 0.251], [0.378, -0.409, -0.446], [-0.717, 0.273, -0.305], [0.427, 0.285, 0.601], [-0.934, 0.971, -0.505], [-0.300, -0.368, 0.790], [-0.878, -0.072, -0.693], [0.341, 0.322, 0.622], [0.864, 0.309, -0.009], [0.518, -0.772, -0.132], [1.032, -0.304, 0.678], [-0.489, -0.644, -0.656], [0.681, 0.511, -0.849], [-0.296, 0.293, 0.277], [0.244, -0.179, 0.146], [0.091, -0.246, -0.091], [0.197, -0.098, -0.263], [-0.059, -0.510, -0.233], [-0.310, 0.356, -0.117], [-0.245, 0.224, 0.293], [-0.303, 0.321, -0.114], [-0.278, -0.114, 0.207], [0.190, -0.288, 0.387], [-0.031, 0.072, -0.047], [0.048, -0.010, 0.015], [0.042, 0.033, -0.018], [-0.037, 0.006, 0.044], [0.011, -0.010, 0.078], [-0.015, -0.049, 0.000], [-0.022, -0.021, -0.029], [0.001, -0.003, 0.018], [0.018, 0.002, 0.002], [-0.011, -0.031, -0.030], [-0.056, -0.015, -0.178], [0.034, 0.025, 0.019], [0.038, 0.048, -0.001], [-0.066, 0.005, -0.007], [-0.034, 0.022, 0.065], [0.054, -0.076, 0.044], [0.008, -0.064, 0.000], [-0.010, 0.001, 0.016], [0.009, 0.012, 0.011], [0.009, -0.044, -0.010]], "orbital_gap_ev": 4.659, "total_charge": 1, "spin_multiplicity": 1, "e_lumo_ev": -5.353, "total_energy_ev": -50401.9848, "homo_energy_ev": -10.01}